Entry from the Open Molecules 2025 dataset: a molecular structure, AgCl (ωB97M-V/def2-TZVPD).

Cartesian coordinates (Å):
1 Cl -3.78160 16.30388 26.23313
2 Ag -2.15961 14.06651 26.13517

The value obtained for the HOMO-LUMO gap is 7.0 eV. The energy above the lowest of the compared OMol25 structures with the same formula, charge and spin is 29.43 kJ/mol.



Entry from the Open Molecules 2025 dataset: a molecular structure, AgClH42O21 (ωB97M-V/def2-TZVPD).

Cartesian coordinates (Å):
1 O -2.12830 -1.19210 2.88683
2 H 4.33931 -1.58391 2.32724
3 H 1.89266 -3.31101 -0.83697
4 H -4.12338 0.88983 -2.97839
5 H 1.38082 2.94711 1.03684
6 H -0.12256 2.22255 -2.17908
7 O 3.53096 -2.03373 2.03510
8 H 3.68134 -2.32985 1.09826
9 H -0.51605 -3.60486 -2.96409
10 H -3.73586 2.82386 0.72731
11 H 2.49879 3.99540 1.01412
12 O -1.08633 2.12392 -2.21451
13 O -0.30358 2.57702 1.08577
14 H 2.37332 1.36090 -0.54427
15 H -0.42449 -2.32253 -2.05264
16 O 4.26095 -0.94620 -2.17777
17 H -3.22142 1.61952 2.41176
18 H 3.20476 0.85090 3.02043
19 O -3.68047 0.94615 -2.12368
20 H -0.31149 1.65311 0.71427
21 O 0.66464 -2.41037 2.09497
22 O 2.32337 3.07699 0.73688
23 H 2.93082 -3.31265 -3.68493
24 O 4.11576 1.01562 2.71486
25 O -3.16998 -1.98697 -0.90743
26 O -1.71938 -4.06871 0.98820
27 Cl 0.04780 -0.45970 -0.13687
28 H -3.48852 -1.54980 -0.10998
29 O -4.47499 2.67357 1.35939
30 H -1.22736 1.18192 -2.54318
31 O 0.58024 0.39132 2.92240
32 H 4.16836 1.95784 2.71323
33 H -5.24526 3.04946 0.89808
34 O -2.60261 3.54169 -0.49812
35 H 2.66266 2.58576 -2.57076
36 H -1.20534 2.92386 1.08944
37 H -2.44076 -0.97025 3.79433
38 H 3.78869 -1.31530 -2.93801
39 H -1.32480 -0.92778 -3.79639
40 H 1.70969 -2.71866 -2.97104
41 H 0.05944 1.20618 3.01352
42 H -2.46444 -0.79873 -2.66810
43 H -0.01547 -0.29321 3.24178
44 H -0.28094 -2.28787 1.87877
45 Ag 1.83131 -0.83160 1.15106
46 O 1.87978 2.49361 -2.02127
47 H -2.41643 -4.62992 0.60147
48 O -1.54183 -0.55724 -2.93320
49 H 3.03979 -2.30152 -1.22523
50 H -2.20914 -3.29662 1.32778
51 O -2.55407 1.50411 3.10870
52 H -4.38449 1.01705 -1.46316
53 H -2.46017 2.37540 3.46884
54 H 3.70597 -0.23806 -1.84506
55 H -2.15192 3.21662 -1.34879
56 H -3.31778 4.09513 -0.81211
57 O -0.02461 -3.21231 -2.20782
58 H 3.39653 1.15527 0.55219
59 H -1.91692 -0.28353 2.56580
60 H 2.06899 3.03208 -1.24943
61 O 2.48795 -2.47851 -3.50830
62 O 2.62609 -2.77409 -0.48962
63 H 0.89793 -3.34135 2.14329
64 H -2.77866 -2.80424 -0.57533
65 O 2.92111 0.66949 -0.14739

Its spin multiplicity is 2. The value obtained for the HOMO-LUMO gap (alpha / beta) is 10.3 / 7.7 eV. The energy above the lowest of the compared OMol25 structures with the same formula, charge and spin is 34.88 kJ/mol. Its charge is +1.



Entry from the Open Molecules 2025 dataset: a molecular structure, AgCoI4 (ωB97M-V/def2-TZVPD).

Cartesian coordinates (Å):
1 Co 0.21954 1.48902 0.06293
2 Ag -0.48475 -1.80000 2.30282
3 I -1.88983 2.01654 -1.33185
4 I -0.03026 -3.72301 0.26771
5 I 1.69992 1.11540 1.87275
6 I 0.48538 0.90206 -3.17436

Its spin multiplicity is 5. The value obtained for the HOMO-LUMO gap (alpha / beta) is 6.9 / 5.6 eV.